[1]
Density functional theory data (wB97M-V/def2-TZVPD) for a structure of composition C46H45F3NOP2S2TeZn.

HOMO energy (spin up / spin down) (eV): -1.87 / -1.87
2S+1: 2
LUMO level (spin up / spin down) (Ha): 0.139 / 0.139
Orbital gap (spin up / spin down) (eV): 5.648 / 5.638
Net charge: -2

Structure (XYZ):
```
102
C46H45F3NOP2S2TeZn, DFT wB97M-V/def2-TZVPD
Zn 2.17 -0.65 0.61
S 0.73 1.25 -1.74
P 1.01 2.14 0.02
C 2.01 1.31 1.09
P 2.46 1.79 2.66
S 1.40 1.33 4.29
C 2.74 3.62 2.69
C 3.82 4.18 2.01
C 4.04 5.55 2.03
C 3.17 6.38 2.72
C 2.08 5.83 3.38
C 1.88 4.46 3.37
C 4.17 1.18 2.91
C 4.71 1.07 4.19
C 6.03 0.67 4.37
C 6.82 0.37 3.26
C 6.28 0.45 1.99
C 4.97 0.86 1.81
C -0.66 2.55 0.67
C -1.05 2.07 1.91
C -2.31 2.39 2.42
C -3.17 3.19 1.70
C -2.79 3.65 0.44
C -1.55 3.32 -0.07
C 1.69 3.82 -0.34
C 1.19 5.01 0.18
C 1.76 6.23 -0.17
C 2.84 6.27 -1.03
C 3.36 5.08 -1.54
C 2.78 3.87 -1.20
H 4.50 3.54 1.45
H 4.88 5.97 1.49
H 3.33 7.45 2.73
H 1.39 6.47 3.92
H 1.05 4.01 3.91
H 4.07 1.28 5.04
H 6.43 0.59 5.37
H 7.84 0.04 3.40
H 6.88 0.18 1.13
H 4.53 0.91 0.82
H -0.36 1.46 2.49
H -2.60 2.01 3.40
H -4.15 3.44 2.10
H -3.47 4.26 -0.15
H -1.26 3.66 -1.06
H 0.35 4.99 0.87
H 1.37 7.14 0.26
H 3.29 7.22 -1.30
H 4.21 5.10 -2.21
H 3.17 2.94 -1.60
F 4.81 -1.98 0.70
C 3.85 -1.59 -0.21
F 3.60 -2.75 -0.91
F 4.57 -0.82 -1.11
C -0.78 -3.10 1.86
C 0.37 -2.30 1.29
O 1.41 -2.16 1.99
N 0.37 -1.73 0.10
Te -1.13 -1.71 -1.46
C -3.22 -1.53 -2.33
C -3.62 -2.22 -3.48
C -2.70 -3.16 -4.21
C -4.91 -2.02 -3.99
C -5.80 -1.15 -3.39
C -7.19 -0.95 -3.94
C -5.38 -0.45 -2.27
C -4.10 -0.62 -1.74
C -3.70 0.19 -0.53
C -1.36 -3.83 -1.34
C -2.50 -4.46 -0.83
C -3.67 -3.72 -0.25
C -2.57 -5.86 -0.83
C -1.54 -6.64 -1.32
C -1.63 -8.15 -1.30
C -0.41 -6.00 -1.81
C -0.31 -4.62 -1.83
C 0.95 -4.00 -2.39
H -0.63 -3.21 2.93
H -0.83 -4.08 1.39
H -1.73 -2.59 1.67
H -1.76 -2.67 -4.45
H -3.16 -3.52 -5.14
H -2.45 -4.03 -3.60
H -5.21 -2.57 -4.88
H -7.34 -1.54 -4.85
H -7.38 0.09 -4.18
H -7.95 -1.26 -3.22
H -6.05 0.26 -1.80
H -4.51 0.85 -0.23
H -2.82 0.80 -0.73
H -3.45 -0.45 0.32
H -3.36 -2.76 0.18
H -4.15 -4.31 0.53
H -4.42 -3.49 -1.01
H -3.46 -6.34 -0.42
H -2.62 -8.48 -0.99
H -0.90 -8.57 -0.61
H -1.42 -8.57 -2.29
H 0.41 -6.60 -2.20
H 1.66 -4.78 -2.68
H 1.43 -3.36 -1.66
H 0.72 -3.39 -3.27
```

Atomic partial charges in e from the Mulliken method, atoms 1 to 6:
1 Zn -0.1838
2 S -0.5398
3 P 1.5499
4 C -1.0827
5 P 1.7390
6 S -0.6214

=====

[2]
Density functional theory data (wB97M-V/def2-TZVPD) for a structure of composition C30H86F3N6O14Zr at a distorted geometry.

HOMO energy (eV): -14.55
LUMO level (Ha): -0.486
Orbital gap (eV): 1.336
Net charge: +3

Structure (XYZ):
```
140
C30H86F3N6O14Zr, DFT wB97M-V/def2-TZVPD
Zr 4.25 -1.57 -3.08
C 1.90 -0.29 -0.81
O 1.51 -1.63 -0.59
O 2.89 -0.34 -1.83
C 0.70 0.67 -0.75
F -0.40 0.33 -1.44
F 0.40 0.97 0.54
F 0.88 1.88 -1.30
C 1.35 -2.03 0.79
C 0.61 -3.36 0.83
H -0.48 -3.28 0.86
H 0.87 -3.90 -0.08
H 0.97 -3.93 1.69
H 0.83 -1.30 1.41
H 2.34 -2.21 1.21
H 2.40 -0.05 0.13
C -0.29 1.48 -4.03
C 0.65 2.65 -4.51
C 1.23 2.38 -5.92
O 2.08 1.22 -5.95
C 2.83 1.03 -7.17
N -0.29 3.81 -4.68
H -0.96 1.24 -4.86
H -1.07 1.65 -3.28
H 0.27 0.56 -3.85
H 1.44 2.92 -3.81
H 1.80 3.25 -6.23
H 0.49 2.16 -6.70
H 2.05 0.76 -7.87
H 3.69 0.37 -7.02
H 3.36 1.93 -7.49
H -0.58 3.96 -3.72
H 0.30 4.60 -4.87
C 5.62 2.80 1.64
C 5.60 2.14 0.23
C 5.17 3.04 -0.84
O 3.77 3.37 -0.65
C 3.23 4.34 -1.53
N 6.90 1.65 0.10
H 6.19 2.24 2.39
H 4.60 2.71 2.01
H 6.03 3.81 1.62
H 4.89 1.32 0.23
H 5.27 2.56 -1.81
H 5.80 3.93 -0.87
H 3.24 3.85 -2.51
H 3.74 5.31 -1.50
H 2.16 4.49 -1.40
H 7.53 2.43 0.17
H 7.20 1.16 0.92
C 1.25 -2.16 4.72
C 1.55 -0.69 5.16
C 0.39 -0.28 6.12
O -0.01 -1.32 6.99
C 0.84 -1.55 8.02
N 2.86 -0.69 5.60
H 1.69 -2.85 5.44
H 1.76 -2.42 3.79
H 0.21 -2.41 4.50
H 1.41 -0.07 4.27
H -0.51 0.01 5.58
H 0.64 0.65 6.62
H 1.76 -1.98 7.63
H 0.32 -2.19 8.74
H 1.10 -0.60 8.49
H 2.89 -1.40 6.32
H 3.42 -1.10 4.86
C -3.44 -1.34 2.48
C -3.75 -2.78 1.99
C -3.79 -3.04 0.50
O -4.48 -4.22 0.28
C -4.49 -4.78 -1.04
N -2.83 -3.64 2.66
H -3.16 -1.22 3.53
H -4.31 -0.69 2.33
H -2.72 -0.95 1.77
H -4.76 -3.03 2.32
H -2.81 -3.22 0.04
H -4.23 -2.13 0.10
H -4.95 -4.06 -1.72
H -5.05 -5.69 -1.26
H -3.49 -4.95 -1.43
H -2.93 -4.51 2.15
H -3.00 -3.72 3.65
C -6.51 4.87 1.86
C -5.35 4.38 1.06
C -4.46 3.53 1.90
O -3.38 2.86 1.27
C -2.35 2.30 2.10
N -5.81 3.68 -0.13
H -7.26 4.08 1.90
H -6.95 5.71 1.34
H -6.20 5.21 2.85
H -4.80 5.27 0.74
H -5.11 2.80 2.37
H -4.03 4.12 2.71
H -1.66 1.74 1.46
H -2.63 1.54 2.83
H -1.63 2.98 2.53
H -5.07 3.08 -0.47
H -6.47 2.98 0.16
C -6.42 1.39 -4.59
C -6.56 0.03 -3.83
C -5.20 -0.41 -3.09
O -4.86 0.51 -2.07
C -3.45 0.38 -1.54
N -7.53 0.13 -2.77
H -5.51 1.40 -5.18
H -6.22 2.08 -3.77
H -7.34 1.70 -5.10
H -6.95 -0.72 -4.52
H -4.43 -0.52 -3.85
H -5.24 -1.42 -2.69
H -2.82 0.15 -2.40
H -3.41 -0.50 -0.89
H -3.22 1.27 -0.96
H -7.65 -0.75 -2.28
H -7.24 0.65 -1.96
C 3.83 -5.92 0.51
C 4.96 -5.75 1.59
O 5.74 -6.95 1.90
O 4.37 -5.67 -0.72
H 2.94 -5.29 0.59
H 3.42 -6.92 0.38
H 4.49 -5.36 2.49
H 5.64 -4.92 1.39
H 5.93 -6.80 2.83
H 5.05 -6.34 -0.82
O 5.30 -2.24 1.75
H 5.79 -1.46 2.01
H 4.90 -2.55 2.55
O 5.68 -0.32 -1.68
H 6.08 0.54 -1.83
H 5.85 -0.50 -0.75
O 1.81 3.58 1.08
H 2.66 3.59 0.64
H 1.19 3.30 0.41
O 2.24 -0.99 -4.56
H 1.36 -1.37 -4.62
H 2.21 -0.23 -5.15
```

Atomic partial charges in e from the Mulliken method, atoms 1 to 6:
1 Zr 1.0640
2 C -0.5227
3 O -0.5691
4 O 0.3945
5 C 0.8928
6 F -0.2005

=====

[3]
Density functional theory data (wB97M-V/def2-TZVPD) for a cluster of 11 separate species, C28H85N7O11 in total at a distorted geometry.

SMILES: COC[C@H](C)N.COC[C@H](C)N.COC[C@H](C)N.COC[C@H](C)N.COC[C@H](C)N.COC[C@H](C)N.COC[C@H](C)N.O.O.O.O
HOMO energy (eV): -8.63
LUMO level (Ha): 0.018
Orbital gap (eV): 9.125
Net charge: 0

Structure (XYZ):
```
131
C28H85N7O11, DFT wB97M-V/def2-TZVPD
C 20.17 15.39 12.05
O 21.50 15.81 12.16
C 21.64 17.05 11.47
C 21.54 16.94 9.90
C 22.44 15.83 9.37
N 21.86 18.34 9.53
H 19.89 15.13 11.00
H 19.38 16.07 12.50
H 20.07 14.46 12.62
H 20.91 17.74 11.80
H 22.59 17.54 11.77
H 20.51 16.71 9.71
H 22.08 15.56 8.38
H 22.46 14.94 9.97
H 23.45 16.21 9.29
H 21.77 18.66 8.58
H 22.85 18.52 9.72
C 9.93 9.25 7.29
O 11.06 10.04 7.75
C 10.95 10.46 9.10
C 12.31 10.82 9.61
C 12.40 10.99 11.16
N 12.66 12.07 9.04
H 9.93 9.26 6.19
H 8.94 9.70 7.48
H 10.03 8.23 7.69
H 10.32 11.33 9.08
H 10.49 9.72 9.75
H 13.15 10.06 9.32
H 12.09 10.04 11.58
H 11.71 11.76 11.45
H 13.43 11.16 11.43
H 13.67 12.18 9.12
H 12.44 12.21 8.07
C 15.14 19.18 9.36
O 16.14 18.85 8.48
C 16.93 19.92 8.03
C 18.44 19.68 8.28
C 18.82 18.42 7.58
N 18.74 19.64 9.71
H 14.29 19.62 8.81
H 15.52 19.79 10.23
H 14.77 18.23 9.72
H 16.87 20.05 6.95
H 16.67 20.84 8.54
H 18.98 20.47 7.69
H 18.45 17.59 8.21
H 19.95 18.32 7.35
H 18.29 18.40 6.63
H 19.67 19.25 9.93
H 18.57 20.55 10.17
C 18.79 16.12 19.98
O 18.06 16.84 19.01
C 17.16 17.80 19.48
C 15.72 17.24 19.45
C 15.33 16.99 18.00
N 14.92 18.27 20.12
H 19.27 15.34 19.38
H 18.26 15.71 20.83
H 19.66 16.64 20.42
H 17.39 18.05 20.52
H 17.18 18.64 18.84
H 15.74 16.35 20.10
H 16.05 16.53 17.38
H 15.06 17.98 17.62
H 14.45 16.30 18.03
H 13.94 18.01 20.37
H 14.87 19.09 19.58
C 11.19 18.19 5.96
O 10.50 17.44 6.99
C 11.32 17.20 8.17
C 11.53 15.72 8.37
C 10.26 14.94 8.47
N 12.34 15.47 9.63
H 12.03 17.57 5.59
H 11.60 19.07 6.38
H 10.52 18.38 5.14
H 12.26 17.76 7.99
H 10.81 17.62 9.07
H 12.04 15.27 7.52
H 9.71 15.04 9.41
H 10.52 13.88 8.34
H 9.53 15.34 7.73
H 13.36 15.55 9.44
H 12.32 14.45 9.76
C 17.36 10.43 9.87
O 18.01 10.74 11.11
C 18.70 9.59 11.61
C 18.66 9.66 13.10
C 19.47 10.75 13.72
N 19.15 8.43 13.68
H 16.69 9.52 9.96
H 18.10 10.32 9.11
H 16.70 11.28 9.65
H 18.22 8.67 11.34
H 19.76 9.57 11.32
H 17.64 9.75 13.46
H 20.57 10.53 13.65
H 19.17 10.83 14.77
H 19.26 11.79 13.29
H 20.15 8.51 13.60
H 18.90 7.57 13.23
C 17.50 15.41 14.84
O 17.02 14.84 13.63
C 15.67 15.28 13.41
C 15.33 15.10 11.95
C 15.19 13.63 11.66
N 16.38 15.63 11.03
H 17.07 14.92 15.78
H 17.38 16.50 14.81
H 18.61 15.24 14.87
H 14.95 14.85 14.10
H 15.67 16.38 13.62
H 14.36 15.66 11.86
H 16.26 13.35 11.75
H 15.00 13.47 10.61
H 14.48 13.16 12.33
H 17.24 15.17 11.22
H 16.53 16.63 11.21
O 17.56 18.15 11.78
H 17.94 18.67 11.06
H 18.23 17.83 12.32
O 15.70 15.26 8.44
H 16.03 15.71 9.25
H 15.57 15.94 7.77
O 15.70 12.85 15.41
H 16.29 12.78 14.66
H 15.79 12.09 15.93
O 15.12 19.34 12.84
H 15.18 19.94 13.53
H 15.98 19.27 12.38
```

Atomic partial charges in e from the Mulliken method, atoms 1 to 6:
1 C 0.0631
2 O -0.4705
3 C -0.8398
4 C 1.0132
5 C -1.6663
6 N -0.5653

=====

[4]
Density functional theory data (wB97M-V/def2-TZVPD) for a cluster of 3 separate species, C21H37NO11 in total at a distorted geometry.

SMILES: O=COCCOC(=O)Oc1ccncc1.COCCOCCOC.COCCOCCOC
HOMO energy (eV): -8.96
LUMO level (Ha): 0.017
Orbital gap (eV): 9.427
Net charge: 0

Structure (XYZ):
```
70
C21H37NO11, DFT wB97M-V/def2-TZVPD
O 6.30 -0.24 1.90
C 7.06 0.17 1.08
O 7.93 1.22 1.37
C 7.68 2.34 0.49
C 6.28 3.00 0.83
O 6.27 3.41 2.21
C 4.96 3.22 2.68
O 4.79 2.42 3.53
O 4.00 4.05 2.12
C 2.94 3.35 1.55
C 2.08 2.42 2.29
C 0.99 1.65 1.71
N 0.66 1.79 0.40
C 1.42 2.67 -0.29
C 2.55 3.47 0.13
H 7.08 -0.33 0.06
H 8.50 3.09 0.60
H 7.69 2.00 -0.59
H 5.42 2.31 0.61
H 6.17 3.86 0.10
H 2.29 2.28 3.38
H 0.41 0.95 2.35
H 1.12 2.81 -1.37
H 3.10 4.15 -0.57
C -1.52 -4.48 5.22
O -2.37 -3.84 4.29
C -2.35 -2.42 4.38
C -2.36 -1.77 3.01
O -1.15 -1.92 2.26
C -0.83 -3.24 1.82
C -1.75 -3.83 0.76
O -3.03 -4.12 1.30
C -4.11 -3.71 0.47
H -2.01 -4.54 6.20
H -1.33 -5.49 4.86
H -0.56 -3.96 5.31
H -1.49 -2.07 4.95
H -3.26 -2.12 4.92
H -2.47 -0.69 3.15
H -3.22 -2.09 2.42
H -0.71 -3.92 2.67
H 0.17 -3.16 1.37
H -1.34 -4.77 0.39
H -1.82 -3.13 -0.08
H -3.93 -2.73 0.03
H -5.01 -3.66 1.08
H -4.26 -4.45 -0.33
C -1.80 -0.32 -1.19
O -2.66 0.32 -2.11
C -2.64 1.74 -2.00
C -2.65 2.40 -3.37
O -1.44 2.26 -4.12
C -1.10 0.95 -4.58
C -2.01 0.39 -5.66
O -3.29 0.07 -5.15
C -4.36 0.47 -5.98
H -2.29 -0.39 -0.21
H -1.60 -1.33 -1.56
H -0.84 0.19 -1.10
H -1.78 2.08 -1.43
H -3.55 2.03 -1.47
H -2.76 3.48 -3.21
H -3.51 2.09 -3.97
H -0.99 0.26 -3.75
H -0.10 1.06 -5.02
H -1.57 -0.54 -6.05
H -2.08 1.10 -6.49
H -4.19 1.47 -6.39
H -5.27 0.50 -5.38
H -4.49 -0.25 -6.80
```

Atomic partial charges in e from the Mulliken method, atoms 1 to 6:
1 O -0.3995
2 C 0.1326
3 O -0.2997
4 C -0.6492
5 C -0.2037
6 O -0.3152